Record 1
A structure of composition C29H28IIrN5O4 in a non-equilibrium geometry, computed with wB97M-V/def2-TZVPD.

Calculated values
Gap between HOMO and LUMO (spin up / spin down) (hartree): 0.1943 / 0.1827
Charge: +2
Expectation value of S²: 8.84
HOMO energy (spin up / spin down) (eV): -12.0 / -13.6
Max |F| (eV/Å): 2.6
ΔE to the lowest compared entry with this formula, charge and spin (kcal per mole): 31.9
Spin multiplicity: 6
E_LUMO (spin up / spin down) (eV): -6.7 / -8.7

Structure (XYZ):
```
68
C29H28IIrN5O4 (wB97M-V/def2-TZVPD)
Ir -0.62 -0.27 -0.58
C -1.09 4.51 -0.77
C -1.22 3.96 0.61
N -1.23 4.76 1.63
C -1.23 4.31 2.89
C -1.06 2.96 3.22
C -1.13 2.57 4.69
O -0.08 1.72 5.13
C -1.05 2.03 2.17
C -0.87 0.64 2.47
N -1.08 -0.42 1.75
C -1.07 -1.65 2.45
C -1.16 -1.71 3.86
C -1.04 -2.88 4.56
C -0.87 -4.09 3.90
C -0.90 -4.09 2.52
C -1.01 -2.90 1.82
I -1.26 -3.15 -0.26
C -1.30 2.51 0.82
O -1.55 1.74 -0.13
H -1.18 5.59 -0.73
H -1.85 4.09 -1.43
H -0.11 4.25 -1.18
H -1.37 5.07 3.65
H -2.06 2.04 4.85
H -1.16 3.48 5.29
H 0.66 2.24 5.46
H -0.50 0.49 3.48
H -1.35 -0.81 4.42
H -1.10 -2.86 5.64
H -0.77 -5.02 4.44
H -0.85 -5.03 1.98
C 0.29 -1.85 -4.51
C -0.34 -1.27 -3.30
N 0.36 -1.07 -2.17
N 1.63 -1.34 -2.06
C 2.12 -1.07 -0.82
O 1.39 -0.51 0.07
C 3.52 -1.39 -0.55
C 4.29 -2.06 -1.51
C 5.62 -2.34 -1.25
C 6.18 -1.95 -0.04
C 5.42 -1.29 0.92
C 4.09 -1.02 0.67
C -1.71 -0.88 -3.20
C -2.63 -1.07 -4.25
C -3.93 -0.67 -4.09
C -4.33 -0.08 -2.89
C -3.39 0.08 -1.89
N -2.12 -0.30 -2.03
H 1.35 -2.03 -4.33
H 0.18 -1.20 -5.37
H -0.18 -2.81 -4.76
H 3.83 -2.36 -2.44
H 6.21 -2.86 -1.99
H 7.22 -2.17 0.16
H 5.87 -1.00 1.85
H 3.48 -0.51 1.40
H -2.29 -1.54 -5.16
H -4.65 -0.81 -4.89
H -5.35 0.24 -2.74
H -3.67 0.52 -0.94
C 0.45 2.20 -3.03
O 0.76 1.72 -1.72
H 0.71 1.47 -3.80
H 0.99 3.13 -3.24
H -0.62 2.40 -3.06
H 1.71 1.61 -1.64
```



Record 2
An isolated molecule of C29H28N2O7S, computed with wB97M-V/def2-TZVPD.

Calculated values
Gap between HOMO and LUMO (hartree): 0.2919
Charge: 0
SMILES: COc1ccc(-n2c(C)cc(C(=O)COC(=O)c3cc(NC(=O)c4cccs4)c(OC)c(OC)c3)c2C)cc1
HOMO energy (eV): -7.8
Max |F| (eV/Å): 0.9
E_LUMO (eV): 0.2

Structure (XYZ):
```
67
C29H28N2O7S (wB97M-V/def2-TZVPD)
C -3.20 -3.94 -4.51
O -3.93 -3.25 -3.53
C -3.37 -2.15 -2.96
C -2.12 -1.63 -3.28
C -1.64 -0.52 -2.61
C -2.39 0.09 -1.62
N -1.88 1.20 -0.92
C -1.74 1.27 0.45
C -2.09 0.14 1.36
C -1.18 2.47 0.76
C -0.97 3.18 -0.46
C -0.31 4.46 -0.64
O -0.51 5.22 -1.57
C 0.74 4.80 0.42
O 1.42 3.62 0.81
C 1.51 3.33 2.11
O 1.29 4.13 3.00
C 1.80 1.90 2.34
C 1.61 0.97 1.33
C 1.71 -0.38 1.63
N 1.44 -1.38 0.69
C 1.19 -1.25 -0.64
O 1.23 -0.21 -1.27
C 0.86 -2.54 -1.29
C 0.27 -3.66 -0.78
C 0.06 -4.66 -1.75
C 0.50 -4.28 -2.98
S 1.16 -2.70 -2.98
C 2.04 -0.82 2.93
O 2.08 -2.18 3.07
C 2.81 -2.77 4.12
C 2.25 0.14 3.94
O 2.55 -0.32 5.19
C 2.79 0.63 6.21
C 2.12 1.48 3.63
C -1.43 2.36 -1.48
C -1.44 2.61 -2.94
C -3.65 -0.41 -1.31
C -4.14 -1.52 -1.97
H -2.25 -4.32 -4.11
H -3.83 -4.78 -4.81
H -3.00 -3.31 -5.38
H -1.52 -2.08 -4.05
H -0.65 -0.15 -2.83
H -1.92 -0.81 0.86
H -1.48 0.20 2.25
H -3.14 0.18 1.66
H -0.97 2.83 1.75
H 1.45 5.52 0.00
H 0.26 5.26 1.30
H 1.36 1.28 0.33
H 1.48 -2.31 1.08
H -0.03 -3.77 0.25
H -0.39 -5.61 -1.54
H 0.49 -4.85 -3.89
H 3.82 -2.36 4.19
H 2.87 -3.83 3.87
H 2.31 -2.66 5.08
H 3.03 0.05 7.09
H 3.64 1.28 5.96
H 1.91 1.24 6.41
H 2.24 2.24 4.38
H -2.30 2.14 -3.41
H -1.47 3.68 -3.12
H -0.54 2.21 -3.41
H -4.26 0.08 -0.56
H -5.11 -1.93 -1.74
```



Record 3
A structure of composition C29H28NOSScSi in a non-equilibrium geometry, computed with wB97M-V/def2-TZVPD.

Calculated values
Gap between HOMO and LUMO (hartree): 0.2368
Charge: +2
HOMO energy (eV): -13.3
Max |F| (eV/Å): 2.3
ΔE to the lowest compared entry with this formula, charge and spin (kcal per mole): 37.6
E_LUMO (eV): -6.9

Structure (XYZ):
```
62
C29H28NOSScSi (wB97M-V/def2-TZVPD)
Sc -1.07 0.64 0.66
C -1.76 1.55 3.44
C -0.93 0.48 3.77
C 0.42 0.52 3.44
C 0.94 1.62 2.78
C 0.12 2.69 2.43
C -1.24 2.66 2.77
H -2.79 1.55 3.76
H -1.32 -0.36 4.34
H 1.08 -0.29 3.74
H 2.00 1.67 2.57
H 0.54 3.58 1.97
H -1.87 3.51 2.57
O -0.07 2.14 -0.96
H 0.08 3.10 -1.02
H 0.29 1.75 -1.77
S -3.43 2.29 0.29
C -4.24 2.23 -1.22
N -5.21 3.16 -1.43
C -5.93 3.27 -2.57
C -5.70 2.42 -3.60
C -4.72 1.43 -3.44
C -4.01 1.34 -2.27
H -5.39 3.80 -0.66
H -6.66 4.07 -2.60
H -6.28 2.50 -4.51
H -4.53 0.74 -4.25
H -3.26 0.57 -2.13
C 5.15 0.67 1.78
C 4.65 -0.53 2.26
C 3.43 -1.01 1.79
C 2.70 -0.30 0.84
C 3.22 0.92 0.38
C 4.43 1.40 0.84
Si 1.11 -0.98 0.15
C 1.21 -0.94 -1.72
C 2.42 -1.07 -2.40
C 2.46 -1.10 -3.79
C 1.28 -1.01 -4.52
C 0.07 -0.87 -3.87
C 0.04 -0.83 -2.48
C 0.75 -2.68 0.82
C -0.35 -2.90 1.66
C -0.64 -4.17 2.15
C 0.17 -5.24 1.81
C 1.28 -5.04 0.99
C 1.56 -3.77 0.50
H 6.11 1.04 2.14
H 5.21 -1.10 2.98
H 3.06 -1.96 2.16
H 2.67 1.49 -0.36
H 4.83 2.34 0.47
H 3.35 -1.14 -1.84
H 3.41 -1.20 -4.30
H 1.32 -1.05 -5.60
H -0.85 -0.79 -4.44
H -0.93 -0.73 -1.98
H -0.99 -2.06 1.93
H -1.49 -4.31 2.80
H -0.05 -6.23 2.18
H 1.92 -5.87 0.73
H 2.43 -3.63 -0.15
```



Record 4
A structure of composition C29H28NOSScSi in a non-equilibrium geometry, computed with wB97M-V/def2-TZVPD.

Calculated values
Gap between HOMO and LUMO (hartree): 0.2310
Charge: +2
HOMO energy (eV): -13.3
Max |F| (eV/Å): 1.3
ΔE to the lowest compared entry with this formula, charge and spin (kcal per mole): 81.6
E_LUMO (eV): -7.0

Structure (XYZ):
```
62
C29H28NOSScSi (wB97M-V/def2-TZVPD)
Sc 0.96 -1.52 -1.22
C 1.41 -3.90 -2.54
C 2.63 -3.24 -2.78
C 3.51 -3.00 -1.73
C 3.18 -3.41 -0.43
C 1.97 -4.05 -0.19
C 1.08 -4.30 -1.24
H 0.79 -4.20 -3.37
H 2.93 -3.01 -3.79
H 4.48 -2.58 -1.93
H 3.90 -3.30 0.37
H 1.75 -4.44 0.80
H 0.20 -4.91 -1.07
O 0.25 -1.09 -3.41
H 0.81 -1.16 -4.19
H -0.57 -0.68 -3.71
S 2.87 0.24 -1.54
C 2.13 1.38 -0.48
N 2.60 1.44 0.75
C 2.09 2.09 1.90
C 0.96 2.79 1.96
C 0.12 3.16 0.78
C 1.04 2.25 -0.97
H 3.41 0.87 0.92
H 2.68 1.91 2.78
H 0.67 3.17 2.93
H -0.68 3.83 1.05
H 0.97 2.20 -2.05
C -0.65 4.68 -1.85
C -1.61 3.59 -1.74
C -1.48 2.45 -1.05
C -0.32 2.00 -0.20
C 1.08 3.68 -0.34
C 0.53 4.74 -1.24
Si -0.60 0.12 0.31
C -0.27 -0.19 2.15
C -0.97 0.47 3.16
C -0.78 0.14 4.49
C 0.13 -0.85 4.84
C 0.84 -1.52 3.85
C 0.62 -1.20 2.52
C -2.35 -0.48 -0.11
C -2.50 -1.50 -1.05
C -3.74 -2.02 -1.36
C -4.87 -1.53 -0.73
C -4.75 -0.51 0.22
C -3.50 0.01 0.52
H -0.95 5.51 -2.48
H -2.54 3.73 -2.28
H -2.32 1.76 -1.10
H 2.06 3.97 0.02
H 1.16 5.61 -1.38
H -1.68 1.26 2.90
H -1.34 0.66 5.26
H 0.28 -1.11 5.88
H 1.54 -2.29 4.13
H 1.17 -1.74 1.74
H -1.61 -1.90 -1.56
H -3.84 -2.82 -2.09
H -5.84 -1.93 -0.96
H -5.62 -0.13 0.72
H -3.42 0.79 1.26
```



Record 5
A structure of composition C29H29CaN10O5S, computed with wB97M-V/def2-TZVPD.

Calculated values
Gap between HOMO and LUMO (hartree): 0.3107
Charge: -1
HOMO energy (eV): -6.3
Max |F| (eV/Å): 0.2
ΔE to the lowest compared entry with this formula, charge and spin (kcal per mole): 0.0
E_LUMO (eV): 2.2

Structure (XYZ):
```
75
C29H29CaN10O5S (wB97M-V/def2-TZVPD)
Ca -0.19 -1.19 -0.07
C -6.45 1.74 0.97
C -5.93 0.99 -0.25
N -4.56 1.37 -0.59
C -4.42 2.49 -1.51
C -4.52 2.05 -2.96
C -3.51 0.77 0.04
S -1.90 1.27 -0.35
N -3.85 -0.09 0.99
C -3.14 -1.15 1.35
O -2.26 -1.72 0.67
C -3.48 -1.72 2.69
C -4.72 -1.49 3.29
C -5.01 -2.03 4.53
C -4.05 -2.80 5.19
C -2.82 -3.02 4.60
C -2.53 -2.49 3.35
H -7.48 1.45 1.19
H -6.43 2.82 0.82
H -5.83 1.50 1.84
H -6.54 1.21 -1.12
H -5.96 -0.08 -0.08
H -3.47 2.98 -1.31
H -5.21 3.21 -1.28
H -3.74 1.32 -3.20
H -4.40 2.91 -3.63
H -5.48 1.58 -3.17
H -5.44 -0.88 2.76
H -5.97 -1.86 4.98
H -4.28 -3.21 6.16
H -2.06 -3.60 5.12
H -1.56 -2.65 2.89
O 0.81 -3.32 -5.82
C 0.13 -2.19 -5.92
O -0.16 -1.70 -6.99
C -0.29 -1.54 -4.65
C -1.01 -0.37 -4.61
N -1.22 -0.08 -3.31
N -0.66 -0.98 -2.51
C -0.09 -1.88 -3.29
C 0.66 -3.00 -2.61
O 1.25 -3.82 -3.34
O 0.65 -2.96 -1.36
H 0.95 -3.58 -4.85
H -1.39 0.24 -5.41
H -1.67 0.71 -2.86
C 3.41 -1.61 -0.05
C 2.88 -0.24 0.14
N 1.85 0.29 -0.51
C 1.67 1.55 0.03
C 2.58 1.77 1.01
N 3.36 0.64 1.06
C 4.30 0.33 2.11
N 5.41 1.26 2.10
N 5.64 2.06 3.15
N 6.65 2.81 2.91
C 7.13 2.49 1.66
C 8.21 3.01 0.93
C 8.43 2.49 -0.32
C 7.60 1.48 -0.86
C 6.54 0.96 -0.16
C 6.33 1.49 1.12
H 2.84 -2.11 -0.84
H 3.29 -2.19 0.86
H 4.46 -1.61 -0.35
H 0.89 2.20 -0.32
H 2.75 2.61 1.67
H 4.66 -0.69 1.96
H 3.82 0.39 3.08
H 8.83 3.79 1.35
H 9.25 2.86 -0.92
H 7.81 1.12 -1.86
H 5.89 0.21 -0.58
N 1.76 -1.26 3.06
C 0.98 -1.31 2.20
```



Record 6
A structure of composition C29H29CdClNO3 in a non-equilibrium geometry, computed with wB97M-V/def2-TZVPD.

Calculated values
Gap between HOMO and LUMO (hartree): 0.1743
Charge: -1
HOMO energy (eV): -2.7
Max |F| (eV/Å): 4.4
E_LUMO (eV): 2.0

Structure (XYZ):
```
64
C29H29CdClNO3 (wB97M-V/def2-TZVPD)
C 2.04 -0.24 1.40
C 2.30 -1.00 0.24
C 2.09 -0.17 -0.90
H 2.65 -2.03 0.21
C 1.70 1.12 -0.43
C 1.64 1.08 1.00
H 1.55 2.00 -1.06
C -1.07 -2.67 1.74
C -0.11 -3.53 1.13
C -0.24 -3.39 -0.28
H 0.59 -4.18 1.65
C -1.30 -2.48 -0.54
C -1.84 -2.06 0.72
H 2.25 -0.48 -1.94
H 1.66 1.95 1.66
H 2.16 -0.60 2.41
H -2.66 -1.36 0.84
H 0.36 -3.89 -1.04
H -1.19 -2.49 2.80
Cd -0.90 1.46 1.01
C -1.64 -1.80 -1.83
C -3.14 -1.66 -2.07
C -1.01 -2.52 -3.03
H -3.60 -2.63 -1.85
H -3.33 -1.41 -3.12
H -3.61 -0.90 -1.44
H -1.31 -3.57 -3.02
H 0.09 -2.48 -3.02
H -1.36 -2.07 -3.97
C -0.86 -0.45 -1.63
C -1.49 0.91 -1.87
H 0.05 -0.46 -2.26
H -0.47 -0.41 -0.59
O -1.63 1.71 -0.86
N -1.57 1.37 -3.13
C -0.50 2.21 -3.75
H -2.50 1.41 -3.53
C 0.79 1.50 -4.02
C 1.97 2.19 -3.76
H 1.90 3.20 -3.36
C 3.22 1.61 -3.98
H 4.12 2.17 -3.71
C 3.33 0.36 -4.56
H 4.31 -0.08 -4.79
C 2.15 -0.32 -4.89
H 2.22 -1.29 -5.39
C 0.89 0.23 -4.61
H -0.01 -0.32 -4.90
H -0.30 3.06 -3.08
H -0.90 2.65 -4.66
Cl -0.56 2.41 9.64
C -0.48 1.97 7.98
C 0.07 0.75 7.57
C 0.04 0.38 6.22
C -0.58 1.20 5.26
C -1.07 2.45 5.67
C -0.99 2.85 7.01
C -0.65 0.81 3.80
O -0.06 -0.20 3.38
O -1.34 1.63 3.05
H 0.53 0.12 8.32
H 0.47 -0.58 5.94
H -1.51 3.12 4.93
H -1.37 3.82 7.30
```



Record 7
A structure of composition C29H29Cl5GeN6O5SeSiTi in a non-equilibrium geometry, computed with wB97M-V/def2-TZVPD.

Calculated values
Gap between HOMO and LUMO (spin up / spin down) (hartree): 0.1788 / 0.2187
Charge: -1
Expectation value of S²: 0.77
HOMO energy (spin up / spin down) (eV): -3.5 / -4.5
Max |F| (eV/Å): 2.6
ΔE to the lowest compared entry with this formula, charge and spin (kcal per mole): 36.8
Spin multiplicity: 2
E_LUMO (spin up / spin down) (eV): 1.3 / 1.4

Structure (XYZ):
```
78
C29H29Cl5GeN6O5SeSiTi (wB97M-V/def2-TZVPD)
Ti -0.18 0.10 -0.50
C -4.07 -2.52 2.83
O -2.80 -2.08 2.36
C -2.73 -1.11 1.44
O -1.62 -0.71 1.12
N -3.91 -0.67 0.95
N -3.87 0.27 -0.09
H -3.86 -3.16 3.68
H -4.59 -3.11 2.07
H -4.68 -1.69 3.15
H -4.64 -1.36 0.91
H -4.80 0.65 -0.21
H -3.56 -0.16 -0.96
Se 0.66 2.33 6.60
N 1.73 1.49 5.45
C 1.15 1.55 4.31
C 1.72 0.98 3.08
C 2.97 0.43 3.00
C 3.44 -0.05 1.76
C 2.62 -0.02 0.68
N 1.37 0.48 0.73
C 0.94 1.05 1.90
C -0.29 1.75 1.84
N -0.89 1.81 0.60
C -1.97 2.59 0.49
C -2.53 3.27 1.55
C -1.97 3.14 2.82
C -0.83 2.38 2.98
C -0.13 2.25 4.25
N -0.57 2.74 5.37
H 3.58 0.38 3.90
H 4.43 -0.46 1.66
H 2.93 -0.41 -0.28
H -2.41 2.69 -0.49
H -3.40 3.89 1.38
H -2.39 3.65 3.68
C 1.24 -4.03 -1.88
Si 0.89 -3.17 -0.27
C -0.43 -4.09 0.66
C 2.44 -3.31 0.76
O 0.44 -1.61 -0.54
H 1.33 -5.12 -1.72
H 2.18 -3.67 -2.31
H 0.44 -3.84 -2.60
H -0.07 -5.09 0.95
H -1.33 -4.21 0.05
H -0.71 -3.55 1.57
H 2.62 -4.37 0.99
H 2.35 -2.77 1.72
H 3.32 -2.91 0.24
Cl -3.93 -3.13 -1.02
C -3.42 -2.31 -2.53
Cl -4.63 -1.12 -3.02
C -2.00 -1.70 -2.44
O -1.22 -2.22 -3.22
O -1.83 -0.68 -1.65
H -3.39 -3.08 -3.28
C 3.94 4.03 -1.79
C 2.83 3.97 -0.91
C 1.94 2.94 -0.99
C 2.09 1.89 -1.94
C 1.17 0.78 -2.03
C 1.43 -0.18 -2.98
C 2.56 -0.13 -3.83
C 3.42 0.92 -3.76
C 3.21 1.96 -2.82
C 4.12 3.05 -2.72
H 4.63 4.86 -1.73
H 2.68 4.76 -0.19
H 1.09 2.92 -0.33
H 0.76 -1.02 -3.08
H 2.72 -0.94 -4.54
H 4.29 0.98 -4.42
H 4.96 3.08 -3.40
Cl -0.89 4.17 -2.73
Ge -1.35 1.94 -2.68
Cl -1.07 1.46 -4.84
Cl -3.68 2.19 -2.75
```